1.
Below is a structure of composition C5H12OSi2 in a non-equilibrium geometry, with properties calculated with ωB97M-V with the def2-TZVPD basis set.

Results
gap between HOMO and LUMO = 9.67 eV
lowest unoccupied orbital energy = 0.87 eV
maximum force = 5.894 eV/A
total charge = 0

Each line ends with the natural charge from an NBO analysis.
Element x y z (Å)
C: -1.81477 1.13380 2.03576  -0.4275
C: 0.49577 -2.81652 -0.12510  -0.3056
C: -1.59463 1.28154 0.74054  -0.4653
C: -0.44946 -1.99794 -0.55493  -0.6619
C: -0.71946 0.69096 -2.23123  -1.1414
O: 1.25933 0.02672 -0.03374  -1.2932
Si: 2.30851 0.82242 0.94593  1.2217
Si: -0.26916 -0.11898 -0.59633  1.7970
H: -2.40255 1.87203 2.48764  0.1828
H: -1.24841 0.44631 2.65036  0.1956
H: 0.59204 -3.83267 -0.26417  0.1823
H: 1.41577 -2.59876 0.25088  0.1807
H: -1.85220 2.06380 0.13871  0.1685
H: -1.29887 -2.44026 -0.90333  0.2055
H: -1.53086 0.08979 -2.79215  0.2565
H: -0.88835 1.67978 -2.09883  0.2303
H: 0.26343 0.62530 -2.92405  0.2422
H: 1.86180 2.31552 1.12704  -0.1843
H: 2.32512 0.02038 2.15165  -0.1971
H: 3.54696 0.73678 -0.00466  -0.1867

---

2.
Below is a cluster of 2 separate species, C5H12S in total in a non-equilibrium geometry, with properties calculated with ωB97M-V with the def2-TZVPD basis set.

Results
gap between HOMO and LUMO = 10.02 eV
lowest unoccupied orbital energy = 1.05 eV
SMILES = C=CC.CCS
maximum force = 2.041 eV/A
total charge = 0

Each line ends with the natural charge from an NBO analysis.
Element x y z (Å)
C: 0.34505 -4.81290 4.12702  -0.4066
C: -0.24757 -4.08337 5.06660  -0.1636
C: 0.22958 -2.71150 5.45864  -0.6559
H: 0.11249 -5.85697 3.97262  0.1973
H: 1.00345 -4.33250 3.41012  0.1886
H: -1.20129 -4.40242 5.47853  0.1932
H: 0.71229 -2.61710 6.42293  0.2258
H: -0.59984 -2.02752 5.24633  0.2145
H: 0.92938 -2.37438 4.70597  0.2067
C: 1.54082 2.81813 -3.11264  -0.6301
C: 0.40466 3.06558 -4.11016  -0.4764
S: -1.15141 2.39566 -3.29152  -0.1019
H: 1.07748 2.74460 -2.12418  0.2116
H: 1.97398 1.83257 -3.23209  0.2188
H: 2.28540 3.60742 -3.06526  0.2225
H: 0.60909 2.41575 -4.95105  0.2113
H: -0.02863 4.02881 -4.33718  0.2268
H: -2.00138 2.62882 -4.30268  0.1174

---

3.
Below is a cluster of 2 separate species, C5H12S in total in a non-equilibrium geometry, with properties calculated with ωB97M-V with the def2-TZVPD basis set.

Results
gap between HOMO and LUMO = 4.33 eV
lowest unoccupied orbital energy = -2.09 eV
maximum force = 2.297 eV/A
total charge = 0

Each line ends with the natural charge from an NBO analysis.
Element x y z (Å)
C: 1.73347 1.16232 -0.14216  -0.6289
C: 1.37656 -0.20031 -0.80611  -0.4183
C: 0.51052 -1.07103 0.09997  -0.5383
C: -0.89280 -0.85085 -0.17875  -0.1751
S: -1.60243 0.76469 -0.56171  0.2635
C: -3.02638 0.48545 0.59040  -0.7227
H: 2.51687 1.67118 -0.70366  0.2144
H: 0.88392 1.83560 0.00059  0.2060
H: 2.09628 0.87931 0.84190  0.2300
H: 2.39331 -0.61993 -0.99620  0.2746
H: 0.89236 -0.19028 -1.79358  0.2091
H: 0.67200 -0.68829 1.13888  0.2817
H: 0.80746 -2.11054 0.08440  0.2510
H: 3.05411 -0.80042 0.51365  -0.3226
H: -1.58063 -1.61324 -0.53155  0.2024
H: -3.58978 -0.37543 0.24456  0.2189
H: -3.65264 1.37483 0.62522  0.2317
H: -2.59218 0.34694 1.57414  0.2226

---

4.
Below is the molecule C5H12S2 in a non-equilibrium geometry, with properties calculated with ωB97M-V with the def2-TZVPD basis set.

Results
gap between HOMO and LUMO = 8.80 eV
lowest unoccupied orbital energy = 0.79 eV
SMILES = CCCSSCC
maximum force = 1.020 eV/A
total charge = 0

Each line ends with the natural charge from an NBO analysis.
Element x y z (Å)
C: -2.58445 2.16263 -1.03933  -0.6133
C: -2.14533 0.78325 -1.56209  -0.4097
C: -0.64518 0.51663 -1.37364  -0.5251
S: -0.34566 0.21237 0.37645  0.0704
S: 1.69954 -0.21561 0.30727  0.0699
C: 1.72897 -1.60652 1.47053  -0.5173
C: 3.14541 -1.74926 1.97449  -0.6250
H: -1.85120 2.93808 -1.23649  0.2049
H: -2.70713 2.05129 0.04319  0.2104
H: -3.57050 2.43566 -1.40102  0.2130
H: -2.47956 0.55634 -2.57996  0.2122
H: -2.70194 0.04374 -0.97144  0.2019
H: -0.39597 -0.38727 -1.90601  0.2225
H: -0.09890 1.39720 -1.70664  0.2116
H: 1.01563 -1.39426 2.25737  0.2169
H: 1.36567 -2.49730 0.96269  0.2099
H: 3.35298 -0.97259 2.72155  0.2147
H: 3.86237 -1.59065 1.17036  0.2122
H: 3.35525 -2.68372 2.49271  0.2199

---

5.
Below is a cluster of 2 separate species, C5H12Si in total in a non-equilibrium geometry, with properties calculated with ωB97M-V with the def2-TZVPD basis set.

Results
gap between HOMO and LUMO (spin up / spin down) = 7.45 / 8.89 eV
lowest unoccupied orbital energy (spin up / spin down) = -0.22 / 0.68 eV
maximum force = 5.372 eV/A
total charge = 0

Each line ends with the natural charge from an NBO analysis.
Element x y z (Å)
C: -0.83682 -0.43491 -0.08872  0.1802
C: 0.96170 0.61305 -0.35764  -0.3458
C: -1.16007 -1.78529 -0.65373  -0.7280
C: -2.07818 0.45454 0.21890  -0.7343
C: 0.84646 1.91118 0.26241  -0.7547
Si: 2.34011 -0.56438 -0.07987  0.8410
H: -1.71605 -1.61225 -1.54896  0.2182
H: -1.78130 -2.29112 0.10715  0.2248
H: -0.26161 -2.31052 -0.89746  0.2291
H: -2.25615 1.35107 -0.37471  0.2279
H: -1.98787 0.80621 1.25316  0.2224
H: -2.96257 -0.17110 0.20685  0.2151
H: 1.67974 2.53994 -0.14114  0.2385
H: -0.13776 2.39155 0.37755  0.2305
H: 1.20687 1.95284 1.35957  0.2211
H: 1.89950 -1.77838 -0.76002  -0.1681
H: 2.46967 -1.02297 1.38854  -0.1692
H: 3.77432 -0.04946 -0.27189  -0.1489

---

6.
Below is a structure of composition C5H13Cl2FeY in a non-equilibrium geometry, with properties calculated with ωB97M-V with the def2-TZVPD basis set.

Results
gap between HOMO and LUMO (spin up / spin down) = 3.22 / 5.20 eV
lowest unoccupied orbital energy (spin up / spin down) = 5.35 / 5.26 eV
maximum force = 3.297 eV/A
total charge = -2
multiplicity = 5

Each line ends with the natural charge from an NBO analysis.
Element x y z (Å)
Y: -0.26653 0.90941 1.18735  1.6634
Cl: -0.56756 3.31948 1.01387  -0.6800
C: -2.28415 0.20320 2.07171  -1.3581
H: -2.36453 -0.19310 3.09954  0.2034
H: -2.64179 -0.62287 1.41971  0.2208
H: -3.01242 1.04574 2.05610  0.1936
Fe: 0.25379 -1.32313 -1.15983  0.7290
C: 1.51435 0.18038 -1.03215  -1.2190
C: -1.07884 -0.19601 -2.02791  -1.1985
C: 0.83251 -2.13538 -2.62947  -1.1963
H: -1.84201 -0.91790 -2.36045  0.1931
H: -1.54492 0.68256 -1.53604  0.1499
H: -0.56049 0.16105 -2.93382  0.1857
H: 2.48524 -0.32884 -0.91030  0.2049
H: 1.46553 0.42594 -2.10415  0.2254
H: 1.51892 1.14635 -0.48075  0.1265
H: 0.33775 -2.48226 -3.56193  0.1268
H: 1.87799 -2.54055 -2.65442  0.1179
Cl: 0.79246 -0.70934 3.33587  -0.0701
C: 1.32946 0.92853 3.00027  -1.0008
H: 1.57807 1.49665 3.91436  0.1930
H: 2.17715 0.95010 2.29246  0.1893

---

7.
Below is a structure of composition C5H13ClO6P2 in a non-equilibrium geometry, with properties calculated with ωB97M-V with the def2-TZVPD basis set.

Results
gap between HOMO and LUMO (spin up / spin down) = 8.01 / 8.01 eV
lowest unoccupied orbital energy (spin up / spin down) = -0.68 / -0.68 eV
maximum force = 4.414 eV/A
total charge = 0

Each line ends with the natural charge from an NBO analysis.
Element x y z (Å)
C: 0.27587 2.72242 -0.96215  -0.2552
C: 0.61623 -1.11503 2.95396  -0.2949
C: 0.25230 -1.98071 -2.25644  -0.2856
C: -2.21367 -0.78611 0.23438  -0.2496
C: 0.55632 2.17602 3.38339  -0.7490
O: -1.82380 1.52745 2.07574  -1.0427
O: -1.16901 0.47841 -2.37468  -1.0957
O: 0.79493 1.41094 -0.83962  -0.7925
O: -0.60886 -0.45070 2.86881  -0.7719
O: 0.84656 -0.89998 -1.54375  -0.7947
O: -0.85539 -0.25733 0.05089  -0.8747
P: -0.50545 1.06825 2.45517  1.9945
P: -0.21189 0.23502 -1.30582  2.5736
Cl: -0.01603 3.76000 3.10876  0.0413
H: 0.17849 2.94800 0.07934  0.1882
H: -0.61296 2.73843 -1.52454  0.2053
H: 1.06653 3.34336 -1.37190  0.1899
H: 1.16553 -1.22487 2.02236  0.1980
H: 0.51687 -2.21210 3.03391  0.2083
H: 1.27894 -0.79090 3.68523  0.1904
H: 1.10521 -2.70287 -2.59608  0.2037
H: -0.37751 -1.63348 -3.03243  0.2119
H: -0.46389 -2.62567 -1.69333  0.1727
H: -2.39315 -0.94772 1.28963  0.2209
H: -2.25637 -1.64267 -0.49282  0.1850
H: -3.02676 -0.07275 -0.09221  0.2095
H: 1.57252 2.11661 3.35221  0.2134

---

8.
Below is a structure of composition C5H13DyO3 in a non-equilibrium geometry, with properties calculated with ωB97M-V with the def2-TZVPD basis set.

Results
gap between HOMO and LUMO (spin up / spin down) = 5.68 / 6.84 eV
lowest unoccupied orbital energy (spin up / spin down) = -9.87 / -8.72 eV
maximum force = 3.938 eV/A
total charge = +2
multiplicity = 6

Each line ends with the Löwdin spin population.
Element x y z (Å)
C: 1.21484 -0.30249 -0.39159  0.3535
O: 0.02042 0.38512 -0.54974  0.2832
C: -1.12757 -0.40024 -0.76657  0.0143
C: -2.32493 0.28774 -0.16207  -0.0022
O: -2.39532 1.61760 -0.60935  -0.0016
C: -3.57140 2.27563 -0.21227  0.0000
H: 1.93802 0.41589 -0.80926  0.0189
H: 1.19555 -1.34740 -0.74830  0.0314
H: -1.00712 -1.38960 -0.28750  0.0040
H: -1.28117 -0.54960 -1.85055  0.0082
H: -2.25041 0.25463 0.94046  -0.0011
H: -3.23523 -0.26593 -0.45736  -0.0005
H: -3.67347 2.28722 0.88683  0.0000
H: -3.51377 3.31167 -0.56666  0.0000
H: -4.46424 1.78913 -0.64214  0.0000
Dy: 1.24836 -0.48450 2.37724  4.3311
O: 3.05668 -0.65795 0.81609  -0.0328
H: 3.38880 0.22859 1.06102  -0.0075
C: 4.04765 -1.65379 0.52639  0.0012
H: 4.99374 -1.27501 0.92206  0.0009
H: 3.88579 -2.60459 1.04171  -0.0003
H: 3.85479 -1.92211 -0.51843  -0.0005

---

9.
Below is a cluster of 2 separate species, C5H13FN in total in a non-equilibrium geometry, with properties calculated with ωB97M-V with the def2-TZVPD basis set.

Results
gap between HOMO and LUMO = 10.15 eV
lowest unoccupied orbital energy = -3.33 eV
maximum force = 4.180 eV/A
total charge = +1

Each line ends with the natural charge from an NBO analysis.
Element x y z (Å)
C: 0.30782 -2.00863 -0.10470  -0.6861
C: -1.64841 0.16302 -0.73268  -0.4230
C: -0.22572 1.72891 0.43080  -0.4135
C: 2.50322 0.06160 0.48415  0.1254
C: 0.31827 -0.65226 0.50143  -0.0487
N: -0.26285 0.44135 -0.29127  -0.3862
F: 2.48716 0.80722 -0.62604  -0.3442
H: -0.68841 -2.45528 -0.05094  0.2334
H: 0.96953 -2.66230 0.45741  0.2615
H: 0.62956 -1.99951 -1.14375  0.2266
H: -2.27610 -0.02786 0.13581  0.2343
H: -2.04419 1.02688 -1.26536  0.2394
H: -1.67930 -0.69897 -1.39488  0.2406
H: -0.87492 1.68020 1.30516  0.2329
H: 0.78564 1.95951 0.75693  0.2398
H: -0.56743 2.53095 -0.22173  0.2391
H: 2.63346 0.63676 1.38847  0.1798
H: 3.04287 -0.86486 0.36046  0.1871
H: 0.06673 -0.58375 1.55042  0.2201
H: 0.31922 0.54365 -1.13619  0.4416

---

10.
Below is the ion C5H13IN with charge +1 in a non-equilibrium geometry, with properties calculated with ωB97M-V with the def2-TZVPD basis set.

Results
gap between HOMO and LUMO = 9.89 eV
lowest unoccupied orbital energy = -3.26 eV
SMILES = C[C@@H](I)C[NH+](C)C
maximum force = 3.795 eV/A
total charge = +1

Each line ends with the natural charge from an NBO analysis.
Element x y z (Å)
C: 0.13886 0.10519 2.82010  -0.6645
C: 0.86968 -0.08038 1.58172  -0.2986
I: 1.59916 -2.17223 1.51017  0.1092
C: -0.06422 0.30343 0.43584  -0.2383
N: 0.45523 0.55603 -0.93021  -0.3162
C: 1.19640 -0.54912 -1.43485  -0.4561
C: -0.53874 0.95748 -1.84354  -0.4267
H: -0.54050 -0.76023 2.84007  0.2358
H: -0.32153 1.07903 2.87693  0.2293
H: 0.89233 0.09708 3.74922  0.2567
H: 1.83768 0.50055 1.54682  0.2392
H: -0.75231 -0.46212 0.17183  0.2233
H: -0.60642 1.14997 0.63910  0.2234
H: 1.00796 1.36856 -0.95912  0.4254
H: 0.75917 -1.48064 -1.09385  0.2484
H: 1.36134 -0.56584 -2.50900  0.2482
H: 2.18366 -0.56494 -0.93634  0.2469
H: -1.20467 0.19819 -2.14345  0.2401
H: -1.06771 1.85528 -1.46651  0.2365
H: -0.07251 1.30476 -2.73095  0.2379

---

11.
Below is a cluster of 3 separate species, C5H13INO2 in total in a non-equilibrium geometry, with properties calculated with ωB97M-V with the def2-TZVPD basis set.

Results
gap between HOMO and LUMO (spin up / spin down) = 10.45 / 6.16 eV
lowest unoccupied orbital energy (spin up / spin down) = 0.64 / -3.59 eV
maximum force = 4.172 eV/A
total charge = 0
multiplicity = 2

Each line ends with the natural charge from an NBO analysis.
Element x y z (Å)
I: 0.19523 1.89058 1.62116  0.0139
C: -4.07044 -1.04611 -0.37261  -0.6178
C: -2.90011 -0.12786 -0.21566  0.0961
C: -2.89039 0.98878 -1.29627  -0.6471
O: -2.97703 0.43247 1.05648  -0.7267
H: -4.04337 -1.59713 -1.31268  0.2088
H: -5.01228 -0.49989 -0.32086  0.2104
H: -4.08997 -1.78773 0.42597  0.2144
H: -1.97937 -0.71116 -0.20572  0.1541
H: -3.75390 1.65235 -1.34244  0.2157
H: -2.86146 0.69158 -2.34457  0.2117
H: -1.99324 1.59447 -1.16830  0.2043
H: -2.19184 0.96450 1.20490  0.4596
O: 3.74642 1.45512 0.26905  -0.6368
C: 3.99490 0.26976 0.50772  0.6636
N: 3.20515 -0.47724 1.23009  -0.8049
C: 5.25492 -0.37528 -0.03977  -0.7092
H: 2.33651 -0.03956 1.50213  0.4065
H: 3.23910 -1.48590 1.19074  0.3952
H: 5.84265 0.15164 -0.79145  0.2455
H: 5.01071 -1.37938 -0.38651  0.2109
H: 5.93788 -0.56405 0.78850  0.2316

---

12.
Below is a cluster of 2 separate species, C5H13ISi in total in a non-equilibrium geometry, with properties calculated with ωB97M-V with the def2-TZVPD basis set.

Results
gap between HOMO and LUMO = 9.59 eV
lowest unoccupied orbital energy = 0.26 eV
SMILES = C[SiH](C)C.C=CI
maximum force = 4.706 eV/A
total charge = 0

Each line ends with the natural charge from an NBO analysis.
Element x y z (Å)
C: 0.36987 -2.76052 -1.05097  -1.0940
Si: -0.03145 -1.27199 0.01937  1.4075
C: -1.57275 -1.15318 1.02665  -1.1559
C: 1.34050 -1.08829 1.31765  -1.0995
H: -0.19700 -2.63119 -2.01990  0.2377
H: 1.45095 -2.63888 -1.16665  0.2366
H: 0.09794 -3.60635 -0.49460  0.2287
H: 0.01783 -0.18216 -1.09109  -0.2237
H: -2.42442 -1.79378 0.83602  0.2461
H: -1.29754 -1.33066 2.12999  0.2448
H: -1.96398 -0.07163 0.87265  0.2592
H: 1.23926 -0.04991 1.59178  0.2361
H: 1.32252 -1.50415 2.27172  0.2411
H: 2.29293 -1.10085 0.87817  0.2273
C: 0.03830 4.14101 -1.33648  -0.4074
C: -0.03232 3.02244 -0.61578  -0.2578
I: -1.37176 2.81526 1.19559  0.0363
H: -0.42014 5.02901 -1.22435  0.2055
H: 0.81686 4.10482 -2.14663  0.2119
H: 0.32440 2.07099 -0.99313  0.2195